# 1
{"formula": "C5H6O", "method": "ωB97M-V/def2-TZVPD", "e_lumo_ev": 0.4, "e_above_lowest_kj_mol": 295.75, "energy_ev": -7326.2193, "elements": ["C", "O", "H", "H", "H", "H", "H", "H", "C", "C", "C", "C"], "coordinates": [[0.80, 1.02, -0.11], [2.37, -0.87, 0.10], [-1.05, 2.13, 0.00], [-0.01, -1.87, 0.93], [0.62, -0.95, -1.18], [-1.90, -0.23, 0.96], [1.58, 1.76, -0.17], [-1.84, -0.42, -0.77], [-0.02, -1.09, 0.14], [-0.52, 1.18, -0.01], [1.24, -0.41, -0.02], [-1.21, -0.16, 0.10]]}

---

# 2
{"formula": "C5H6O", "method": "ωB97M-V/def2-TZVPD", "e_lumo_ev": -0.1, "e_above_lowest_kj_mol": 465.66, "energy_ev": -7324.4583, "elements": ["H", "C", "H", "H", "C", "H", "O", "H", "C", "C", "H", "C"], "coordinates": [[-3.22, -0.72, 0.93], [2.88, 0.00, 0.20], [-3.25, -0.74, -0.85], [3.83, -0.14, -0.29], [-1.55, 0.07, -0.07], [2.78, -0.59, 1.12], [1.77, -0.40, -0.62], [-3.51, 0.80, 0.02], [0.94, 0.63, -0.53], [-2.97, -0.15, 0.03], [2.66, 1.05, 0.39], [-0.37, 0.20, -0.32]]}

---

# 3
{"formula": "C5H6O", "method": "ωB97M-V/def2-TZVPD", "e_lumo_ev": 1.1, "e_above_lowest_kj_mol": 272.29, "energy_ev": -7326.4625, "elements": ["O", "C", "C", "H", "H", "H", "H", "H", "C", "C", "H", "C"], "coordinates": [[3.12, 0.73, -0.10], [-1.76, 0.39, -0.03], [-0.41, 1.11, 0.10], [-0.05, 1.74, 0.90], [-2.41, 0.34, 0.80], [-2.47, 0.42, -0.95], [1.09, -1.77, 0.27], [0.07, 1.68, -0.81], [0.14, -1.53, 0.01], [-0.45, -0.31, -0.04], [-0.35, -2.48, -0.23], [3.47, -0.33, 0.09]]}

---

# 4
{"formula": "C5H6O", "method": "ωB97M-V/def2-TZVPD", "smiles": "CCC#CC=O", "e_lumo_ev": 0.4, "e_above_lowest_kj_mol": 199.21, "energy_ev": -7327.2199, "elements": ["H", "C", "C", "H", "C", "H", "H", "C", "H", "C", "H", "O"], "coordinates": [[0.56, 0.50, -1.42], [-0.28, 0.18, 0.92], [1.41, 0.29, -0.75], [-3.47, -0.68, 0.28], [-2.44, -1.01, 0.06], [1.59, -0.79, -0.79], [1.78, 0.33, 1.40], [-1.35, -0.37, 0.77], [2.29, 0.82, -1.13], [1.05, 0.72, 0.68], [1.05, 1.81, 0.79], [-2.21, -1.82, -0.81]]}

---

# 5
{"formula": "C5H6O", "method": "ωB97M-V/def2-TZVPD", "e_lumo_ev": -0.1, "e_above_lowest_kj_mol": 292.01, "energy_ev": -7326.2580, "elements": ["O", "H", "C", "H", "H", "C", "C", "H", "C", "H", "C", "H"], "coordinates": [[-1.42, -0.38, -2.17], [1.56, -1.51, 0.87], [0.45, -0.89, -0.82], [0.96, 0.39, 2.22], [-1.57, 1.68, -0.51], [-0.78, -0.19, -1.14], [0.98, -0.71, 0.41], [0.84, -1.59, -1.54], [-1.11, 0.78, -0.06], [1.04, 1.44, 0.80], [0.69, 0.49, 1.14], [-1.63, 0.48, 0.82]]}

---

# 6
{"formula": "C5H6O", "method": "ωB97M-V/def2-TZVPD", "smiles": "Cc1ccco1", "e_lumo_ev": 1.1, "e_above_lowest_kj_mol": 119.78, "energy_ev": -7328.0431, "elements": ["H", "C", "C", "C", "H", "O", "H", "H", "C", "H", "H", "C"], "coordinates": [[-0.74, 1.22, 2.45], [-1.00, -0.47, -0.35], [1.44, -0.11, -1.21], [-0.68, 0.73, 1.49], [2.20, -0.70, -0.68], [0.46, 0.81, 0.78], [1.16, -0.64, -2.12], [-1.91, -0.68, 1.72], [-1.60, -0.07, 0.90], [-1.44, -1.01, -1.19], [1.87, 0.86, -1.45], [0.25, 0.05, -0.34]]}

---

# 7
{"formula": "C5H6O", "method": "ωB97M-V/def2-TZVPD", "e_lumo_ev": 1.0, "e_above_lowest_kj_mol": 346.74, "energy_ev": -7325.6909, "elements": ["H", "H", "H", "C", "C", "C", "H", "C", "H", "O", "C", "H"], "coordinates": [[-1.05, 1.19, 0.07], [1.19, -0.89, 0.46], [0.21, -0.17, 1.77], [-2.13, -1.72, -0.70], [2.24, 1.59, 0.20], [-0.46, 0.33, -0.26], [1.48, 0.87, 1.19], [-1.38, -0.80, -0.50], [-2.80, -2.55, -0.87], [2.08, 1.54, -0.93], [0.64, 0.01, 0.79], [-0.01, 0.61, -1.22]]}

---

# 8
{"formula": "C5H6O", "method": "ωB97M-V/def2-TZVPD", "smiles": "O[C@]12C[C@@]13C[C@H]32", "e_lumo_ev": 0.7, "e_above_lowest_kj_mol": 466.67, "energy_ev": -7324.4479, "elements": ["C", "C", "C", "H", "H", "H", "H", "C", "C", "O", "H", "H"], "coordinates": [[-1.00, -0.28, -0.82], [-0.66, 0.68, 0.21], [0.06, -0.98, 0.06], [-0.67, -0.07, -1.85], [1.48, -0.12, -1.43], [-2.02, -0.66, -0.77], [-1.03, 0.35, 1.85], [0.71, 0.55, 0.52], [1.37, -0.41, -0.38], [-1.63, 0.99, 1.09], [1.10, 0.81, 1.50], [2.28, -0.84, 0.04]]}

---

# 9
{"formula": "C5H6O", "method": "ωB97M-V/def2-TZVPD", "e_lumo_ev": -1.1, "e_above_lowest_kj_mol": 322.30, "energy_ev": -7325.9441, "elements": ["C", "C", "H", "H", "C", "C", "H", "O", "H", "H", "H", "C"], "coordinates": [[-0.86, 0.84, 0.43], [1.27, 0.17, -0.03], [0.83, -1.66, -1.06], [2.28, 0.32, -0.41], [-1.11, -0.51, -0.10], [0.53, -1.06, -0.19], [0.48, -1.70, 0.69], [-2.04, -1.29, 0.19], [-1.03, -0.08, -1.18], [-1.68, 1.48, 0.72], [0.84, 2.24, 0.54], [0.49, 1.22, 0.39]]}

---

# 10
{"formula": "C5H6O", "method": "ωB97M-V/def2-TZVPD", "smiles": "C=C=CC(C)=O", "e_lumo_ev": 0.9, "e_above_lowest_kj_mol": 198.06, "energy_ev": -7327.2318, "elements": ["H", "H", "C", "H", "H", "C", "H", "C", "H", "C", "C", "O"], "coordinates": [[1.48, -2.62, -1.10], [-0.94, 2.15, 0.44], [0.80, 0.18, 0.28], [-2.40, 1.29, 1.09], [1.27, -1.34, -2.51], [-0.80, 0.10, 0.28], [1.57, 0.85, 0.75], [-1.32, 1.28, 0.98], [-0.79, 1.21, 1.93], [1.29, -1.62, -1.47], [1.24, -0.68, -0.58], [-1.50, -0.75, -0.23]]}

---

no.,gap between HOMO and LUMO (eV),largest force on an atom (hartree/bohr)
1,9.48,0.0672
2,8.09,0.0168
3,10.52,0.0765
4,10.52,0.0120
5,8.84,0.0275
6,9.67,0.0430
7,10.92,0.0765
8,9.00,0.1157
9,7.30,0.0068
10,10.64,0.0321